Entry 1:
Density functional theory data (ωB97M-V/def2-TZVPD) for a structure of composition H10MgO17S3 at a distorted geometry.

Each line ends with the Mulliken charge.
Atoms and positions in Å:
Mg1 3.69468 -15.90790 19.87975  1.29
S1 4.45571 -13.26279 21.72180  1.11
O1 3.96646 -12.14431 20.84249  -0.89
O2 3.83303 -13.12703 23.03605  -0.78
O3 4.02804 -14.57293 21.16624  -0.52
O4 5.91683 -13.25359 21.82653  -0.71
S2 6.96606 -16.14748 19.68919  1.00
O5 7.83149 -17.32573 19.92389  -0.88
O6 7.29200 -15.61798 18.40931  -0.84
O7 5.52456 -16.49928 19.79164  -0.65
O8 7.38053 -15.14222 20.56050  -0.66
S3 2.09042 -18.14702 21.44676  1.37
O9 1.73663 -18.79017 20.16497  -0.99
O10 0.84937 -17.64577 22.09435  -0.95
O11 2.64653 -19.09331 22.35869  -0.75
O12 3.01563 -17.06551 21.25679  0.00
O13 3.29370 -17.57175 18.55191  -0.34
H1 2.57181 -18.10757 18.88055  0.31
H2 3.60644 -18.03936 17.77747  0.13
O14 4.28465 -15.02309 18.01620  -0.39
H3 4.88970 -15.54955 17.49373  0.20
H4 4.45618 -14.12109 17.74564  0.20
O15 5.59996 -17.42283 22.72091  -0.59
H5 5.11708 -17.32334 21.90044  0.06
H6 5.95531 -18.31086 22.68406  0.23
O16 1.93195 -15.24680 22.86437  -0.68
H7 1.49563 -16.09729 22.91450  0.41
H8 2.66506 -15.38811 22.26536  0.29
O17 1.85201 -14.94702 19.31228  -0.42
H9 1.07838 -15.45462 19.55736  0.26
H10 1.62011 -14.54531 18.47497  0.19

Forces on the atoms, in the same order (eV/Å):
1.287 0.418 0.000
1.192 1.793 0.854
-0.087 -0.301 -0.585
-0.421 0.359 0.865
-0.657 -0.376 -0.692
-0.359 0.616 -0.084
1.882 -2.021 1.518
-0.424 -2.012 -0.159
-0.475 0.799 -6.423
-0.117 -1.135 -0.181
0.477 2.987 4.111
-3.281 -1.463 2.188
-0.394 -0.342 -1.679
-0.709 0.442 -0.753
1.521 -2.329 1.109
1.439 1.638 -1.249
0.383 0.647 -1.576
-1.075 -0.905 1.451
0.514 0.235 0.058
-1.051 0.506 -1.154
0.866 -0.346 0.479
0.269 0.333 0.569
0.369 -0.206 1.042
-0.192 0.306 -0.466
0.018 -0.090 -0.271
-1.139 0.747 1.054
-0.167 -0.450 -0.281
0.618 0.415 -0.003
-0.436 -0.016 -0.166
-0.219 -0.328 0.612
0.369 0.081 -0.187

Values from the calculation:
- highest occupied orbital energy (eV) = 5.1
- energy above the lowest of the compared OMol25 structures with the same formula, charge and spin (eV) = 2.0647
- 2S+1 = 1
- net charge = -4
- DFT total energy (eV) = -72916.12077
- F_max (eV Å⁻¹) = 6.5



Entry 2:
Density functional theory data (ωB97M-V/def2-TZVPD) for a cluster of 2 separate species, ClF2HSi in total at a distorted geometry.

Each line ends with the Mulliken charge.
Atoms and positions in Å:
F1 1.13033 0.14105 -0.95087  -0.23
F2 -1.07868 -0.85662 -0.94590  -0.17
Si1 0.00703 -0.40709 0.08943  0.55
Cl1 0.71318 -1.83401 1.34116  -0.17
H1 -0.77185 2.95666 0.46619  0.02

Forces on the atoms, in the same order (eV/Å):
-0.229 -0.403 0.961
-0.864 -0.730 -0.202
1.005 1.547 -0.653
0.063 -0.275 -0.108
0.024 -0.140 0.002

Values from the calculation:
- highest occupied orbital energy (alpha / beta) (eV) = -11.4 / -9.2
- energy above the lowest of the compared OMol25 structures with the same formula, charge and spin (eV) = 4.0939
- 2S+1 = 1
- net charge = 0
- DFT total energy (eV) = -25851.78400
- F_max (eV Å⁻¹) = 2.0



Entry 3:
Density functional theory data (ωB97M-V/def2-TZVPD) for the molecule C4H9NO at a distorted geometry.

Each line ends with the Mulliken charge.
Atoms and positions in Å:
C1 -0.36748 1.67658 1.11340  -1.12
N1 -0.47346 0.46964 0.29836  -0.07
C2 -1.32774 -0.44069 1.02494  -1.12
C3 0.85211 -0.08727 0.09811  -0.49
C4 1.00888 -0.38521 -1.43784  -0.03
O1 0.54935 -1.46658 -1.71975  -0.45
H1 -0.21520 1.40909 2.16041  0.39
H2 0.24432 2.44571 0.60778  0.39
H3 -1.25392 2.33635 1.06790  0.32
H4 -1.14424 -0.73614 2.06437  0.42
H5 -1.58617 -1.35189 0.46938  0.32
H6 -2.31416 0.04701 1.20751  0.34
H7 1.04348 -1.06669 0.55959  0.31
H8 1.72348 0.49919 0.42493  0.45
H9 1.34328 0.38707 -2.17602  0.33

Forces on the atoms, in the same order (eV/Å):
-0.969 1.665 -1.081
0.505 0.380 1.414
-2.805 -0.437 -0.142
2.001 -0.366 -1.549
-1.494 -0.758 1.914
0.645 0.326 -1.414
0.711 0.525 0.087
1.004 -0.868 0.741
-0.605 -1.075 0.206
1.333 0.072 0.032
0.460 0.243 -0.058
0.463 -0.005 -0.643
-0.571 0.145 -0.001
-0.647 0.600 0.203
-0.031 -0.449 0.290

Values from the calculation:
- highest occupied orbital energy (eV) = -9.0
- energy above the lowest of the compared OMol25 structures with the same formula, charge and spin (eV) = 2.7449
- 2S+1 = 1
- net charge = 0
- DFT total energy (eV) = -7829.57501
- SMILES string = CN(C)CC=O
- F_max (eV Å⁻¹) = 2.8



Entry 4:
Density functional theory data (ωB97M-V/def2-TZVPD) for a cluster of 2 separate species, C2H5F in total at a distorted geometry.

Each line ends with the Mulliken spin population.
Atoms and positions in Å:
C1 0.37263 -1.00940 0.29084  0.93
C2 -0.33827 0.84922 -0.27744  0.91
F1 -0.16427 1.58598 0.79673  0.07
H1 0.04460 -1.47189 -0.64577  0.03
H2 1.33058 -0.61493 0.54174  0.03
H3 -0.14904 -1.38007 1.09451  0.01
H4 -1.33843 0.76358 -0.63938  0.01
H5 0.24220 1.27752 -1.16123  0.01

Forces on the atoms, in the same order (eV/Å):
1.815 -4.642 0.255
-0.408 5.654 -4.969
0.097 -0.169 1.265
0.435 0.843 0.082
0.395 0.465 -0.452
-1.174 -0.742 1.913
-1.212 -0.659 0.675
0.052 -0.750 1.231

Values from the calculation:
- highest occupied orbital energy (alpha / beta) (eV) = -5.3 / -12.1
- energy above the lowest of the compared OMol25 structures with the same formula, charge and spin (eV) = 0.4281
- 2S+1 = 3
- net charge = 0
- DFT total energy (eV) = -4865.71041
- F_max (eV Å⁻¹) = 7.5



Entry 5:
Density functional theory data (ωB97M-V/def2-TZVPD) for a cluster of 2 separate species, CH3O3 in total at a distorted geometry.

Each line ends with the Mulliken charge.
Atoms and positions in Å:
C1 0.70175 -0.18973 -1.07281  -0.08
O1 -1.43834 0.57516 2.35323  -0.06
O2 -0.71937 -0.25941 0.47223  -0.27
O3 -0.62386 0.55767 1.48408  0.54
H1 0.05974 0.21259 -1.81996  0.30
H2 1.26153 0.45678 -0.55810  0.27
H3 0.75855 -1.35307 -0.85867  0.31

Forces on the atoms, in the same order (eV/Å):
-3.278 -4.942 1.249
-0.708 -0.935 -0.408
-0.531 -0.230 -0.232
1.895 1.166 -0.640
-0.447 0.009 -0.729
2.783 2.270 1.716
0.286 2.663 -0.955

Values from the calculation:
- highest occupied orbital energy (alpha / beta) (eV) = -18.1 / -18.1
- energy above the lowest of the compared OMol25 structures with the same formula, charge and spin (eV) = 6.1200
- 2S+1 = 1
- net charge = +1
- DFT total energy (eV) = -7209.72752
- F_max (eV Å⁻¹) = 6.1



Entry 6:
Density functional theory data (ωB97M-V/def2-TZVPD) for a structure of composition C39H24N10O2Tl at a distorted geometry.

Each line ends with the Mulliken charge.
Atoms and positions in Å:
Tl1 0.44300 0.73088 0.10137  1.77
C1 1.11709 -3.56059 4.99170  -0.63
C2 -0.27478 -3.65051 4.89838  -0.69
C3 -1.00196 -2.78695 4.09576  -0.21
C4 -0.29723 -1.82722 3.38476  0.53
C5 -0.72203 -0.81635 2.43175  -0.29
N1 -1.97247 -0.62506 2.02749  -0.49
C6 -2.38988 0.18530 1.06347  -0.48
C7 -3.76813 0.34818 0.63577  0.49
C8 -4.95293 -0.20412 1.10104  -0.14
C9 -6.12282 0.14787 0.44693  -0.68
C10 -6.11143 1.02353 -0.64476  -0.73
C11 -4.93143 1.57786 -1.11387  -0.13
C12 -3.75740 1.23484 -0.45909  0.37
C13 -2.37192 1.60498 -0.69560  -0.07
N2 -1.94241 2.43186 -1.63997  -0.72
C14 -0.68491 2.77520 -1.89068  0.00
N3 0.44241 2.27285 -1.29838  -0.40
C15 1.56388 2.91972 -1.75109  -0.03
N4 2.81206 2.74339 -1.33534  -0.69
C16 3.22429 1.94970 -0.35724  0.29
N5 2.45114 1.12975 0.42785  -0.20
C17 3.20840 0.50599 1.38365  -0.14
N6 2.78343 -0.34310 2.31064  -0.65
C18 1.52294 -0.68531 2.56285  -0.07
N7 0.39905 -0.15767 1.99175  -0.27
C19 1.10605 -1.73964 3.47262  0.21
C20 1.82655 -2.60707 4.28029  -0.22
C21 4.58756 0.92242 1.18741  0.31
C22 5.76205 0.58132 1.84238  -0.10
C23 6.93903 1.15654 1.39285  -0.71
C24 6.94661 2.05083 0.31830  -0.65
C25 5.77818 2.39816 -0.33909  -0.23
C26 4.59574 1.82636 0.10660  0.05
C27 1.13800 3.88540 -2.74859  0.25
C28 1.84547 4.79756 -3.51675  -0.14
C29 1.12364 5.60706 -4.37823  -0.67
C30 -0.26840 5.51586 -4.46666  -0.67
C31 -0.98252 4.61347 -3.69588  -0.17
C32 -0.26463 3.79347 -2.83843  0.23
N8 -1.61101 0.95677 0.23825  -0.24
H1 1.64918 -4.24977 5.63401  0.43
H2 -0.79353 -4.41232 5.46510  0.42
H3 -2.07828 -2.85386 4.01280  0.58
H4 -4.94917 -0.88607 1.94102  0.58
H5 -7.06637 -0.25737 0.78842  0.44
H6 -7.04650 1.27267 -1.12927  0.41
H7 -4.91429 2.25022 -1.96107  0.57
H8 2.90438 -2.53553 4.34328  0.58
H9 5.74602 -0.11518 2.66998  0.58
H10 7.87247 0.90613 1.87884  0.41
H11 7.88608 2.47743 -0.00708  0.42
H12 5.77464 3.08615 -1.17378  0.57
H13 2.92181 4.86971 -3.43652  0.57
H14 1.64487 6.33171 -4.98946  0.41
H15 -0.79749 6.17015 -5.14680  0.42
H16 -2.06074 4.54406 -3.74722  0.57
O1 -3.50600 -1.66243 -2.05454  -0.40
C33 -3.25035 -3.02181 -2.34152  -0.72
N9 -3.23881 -3.87704 -1.17862  -0.06
C34 -2.21970 -4.12550 -0.30866  0.01
O2 -2.34428 -4.88760 0.62776  -0.63
C35 -0.88863 -3.44884 -0.51611  0.43
C36 0.26523 -4.18681 -0.27107  -0.48
C37 1.49506 -3.55168 -0.31652  -0.95
C38 1.53040 -2.18813 -0.53593  -0.36
N10 0.42039 -1.46336 -0.72761  -0.21
C39 -0.76131 -2.09014 -0.74634  -0.05
H17 -4.44093 -1.52244 -1.86974  0.28
H18 -2.27526 -3.05390 -2.82288  0.39
H19 -3.98926 -3.42058 -3.03646  0.45
H20 -4.10345 -4.32720 -0.91809  0.28
H21 0.17797 -5.23986 -0.03779  0.52
H22 2.41424 -4.09432 -0.14727  0.47
H23 2.46855 -1.64443 -0.54571  0.47
H24 -1.63523 -1.47561 -0.91934  0.57

Forces on the atoms, in the same order (eV/Å):
0.134 -0.724 -0.887
0.084 0.024 0.016
-0.101 0.004 0.005
-0.028 0.024 0.006
0.306 -0.037 0.060
-0.225 0.136 -0.209
0.068 0.003 0.006
0.236 -0.134 0.091
-0.035 0.210 -0.218
-0.016 -0.017 -0.003
0.035 -0.085 0.090
-0.010 0.059 -0.105
-0.005 -0.001 -0.011
-0.087 -0.167 0.229
0.352 0.022 0.019
-0.031 0.036 -0.083
-0.066 -0.270 0.281
-0.133 1.181 -0.946
0.190 -0.180 0.213
-0.053 -0.046 -0.037
-0.225 0.106 -0.120
1.535 0.281 0.393
-0.349 -0.049 0.003
0.026 -0.065 0.016
0.012 0.257 -0.269
0.056 -0.593 1.519
-0.278 -0.136 0.063
0.058 0.026 0.000
0.106 0.198 -0.266
-0.034 -0.024 0.046
-0.025 -0.076 0.071
-0.014 0.063 -0.077
-0.014 0.040 -0.015
0.060 -0.226 0.211
-0.299 0.035 -0.081
0.052 0.016 -0.009
0.081 -0.004 0.033
-0.107 0.007 -0.005
-0.030 -0.022 0.026
0.311 0.101 -0.050
-1.642 0.274 0.091
-0.012 -0.007 -0.008
0.011 0.000 -0.002
0.009 -0.028 0.010
-0.028 0.017 0.005
0.000 -0.001 -0.014
0.004 0.003 0.010
-0.019 0.008 0.015
-0.012 -0.011 0.012
0.031 0.018 0.006
0.003 0.012 -0.004
0.002 -0.005 0.013
0.029 0.005 0.015
-0.011 0.007 -0.012
-0.008 -0.010 -0.011
0.010 -0.005 -0.001
0.008 0.017 -0.031
0.127 0.040 -0.056
0.019 -0.069 0.130
-0.098 0.136 -0.086
-0.007 -0.058 -0.020
0.028 0.040 -0.071
0.063 0.001 0.066
-0.060 0.051 -0.035
0.014 -0.049 0.011
-0.014 0.029 -0.033
0.163 -0.403 -0.147
-0.117 0.028 -0.016
-0.039 -0.027 0.043
0.009 0.035 0.000
0.000 -0.006 0.002
0.010 -0.056 0.046
0.018 0.005 0.017
-0.004 0.005 -0.021
-0.002 -0.009 0.043
-0.027 0.039 0.029

Values from the calculation:
- highest occupied orbital energy (alpha / beta) (eV) = -9.2 / -9.2
- energy above the lowest of the compared OMol25 structures with the same formula, charge and spin (eV) = 0.1905
- 2S+1 = 1
- net charge = +1
- DFT total energy (eV) = -64517.77559
- F_max (eV Å⁻¹) = 1.7



Entry 7:
Density functional theory data (ωB97M-V/def2-TZVPD) for a cluster of 2 separate species, C2H8N2P in total at a distorted geometry.

Each line ends with the Mulliken charge.
Atoms and positions in Å:
C1 -0.23740 0.30819 -0.22113  0.22
C2 0.79830 -0.74326 1.80211  -0.74
N1 0.54006 -0.58408 0.30761  -0.15
N2 -0.91919 1.31680 0.31391  -0.26
P1 -0.87049 -0.07930 -3.21709  0.14
H1 0.54080 0.32694 2.19151  0.25
H2 0.07981 -1.51622 2.12198  0.33
H3 1.78263 -1.26954 1.99508  0.27
H4 0.64833 -1.42670 -0.14889  0.25
H5 -0.96530 1.47234 1.29185  0.18
H6 -1.51703 1.74823 -0.32281  0.25
H7 0.37454 -0.75806 -3.10806  0.12
H8 -0.25506 1.20467 -3.00606  0.13

Forces on the atoms, in the same order (eV/Å):
-1.167 -0.271 -1.381
-0.841 0.728 -0.545
-0.114 1.561 2.500
2.142 -2.213 -0.582
0.634 0.575 1.955
1.212 -2.408 0.152
-0.133 0.738 0.250
-0.744 1.643 -0.296
0.510 -1.684 -1.754
-0.250 0.384 0.864
-1.102 1.219 -0.603
-0.057 0.155 -0.170
-0.088 -0.427 -0.388

Values from the calculation:
- highest occupied orbital energy (alpha / beta) (eV) = -14.7 / -13.5
- energy above the lowest of the compared OMol25 structures with the same formula, charge and spin (eV) = 3.4635
- 2S+1 = 1
- net charge = +1
- DFT total energy (eV) = -14462.18350
- F_max (eV Å⁻¹) = 3.1



Entry 8:
Density functional theory data (ωB97M-V/def2-TZVPD) for a cluster of 2 separate species, H2N4O2 in total at a distorted geometry.

Each line ends with the Mulliken charge.
Atoms and positions in Å:
O1 0.35240 1.15413 -2.04683  -0.32
N1 -0.55384 0.41195 -1.30365  -0.06
N2 -0.57792 0.21031 -0.15787  0.14
O2 0.24119 1.04876 0.72242  -0.46
H1 1.14328 1.34300 -1.58311  0.32
H2 0.35489 0.58518 1.65012  0.37
N3 -0.84902 -2.64176 1.04096  -0.04
N4 -0.11100 -2.11157 1.67795  0.04

Forces on the atoms, in the same order (eV/Å):
-1.677 -0.017 -0.376
0.256 -0.294 -4.695
-0.210 0.278 5.312
1.038 -1.106 1.103
1.388 0.438 1.581
-0.799 0.814 -3.002
2.074 1.393 1.819
-2.070 -1.507 -1.742

Values from the calculation:
- highest occupied orbital energy (eV) = -10.4
- energy above the lowest of the compared OMol25 structures with the same formula, charge and spin (eV) = 0.7474
- 2S+1 = 1
- net charge = 0
- DFT total energy (eV) = -10084.44910
- SMILES string = O/N=N\O.N#N
- F_max (eV Å⁻¹) = 5.3